1.
Entry from OMol25: a molecular structure, C20H11AsN4O6RhS3 (the ωB97M-V functional and the def2-TZVPD basis).

Geometry (Å):
Rh (-0.03, 0.20, 0.31)
S (-0.12, 0.00, 2.74)
C (1.49, -0.47, 3.08)
C (1.78, -1.03, 4.34)
C (3.05, -1.42, 4.68)
C (3.30, -1.99, 5.98)
N (3.49, -2.43, 7.03)
C (4.12, -1.27, 3.76)
C (3.86, -0.72, 2.52)
C (2.56, -0.31, 2.15)
S (2.35, 0.38, 0.60)
C (5.45, -1.67, 4.09)
N (6.53, -1.99, 4.35)
H (0.98, -1.16, 5.05)
H (4.67, -0.60, 1.81)
O (-0.49, 1.12, -4.39)
As (-1.13, 0.51, -2.85)
O (-2.53, 1.30, -2.59)
O (0.14, 0.70, -1.77)
C (-1.26, -1.38, -3.33)
C (-1.29, -1.66, -4.69)
C (-1.39, -2.97, -5.14)
C (-1.45, -4.02, -4.24)
C (-1.42, -3.75, -2.88)
C (-1.33, -2.44, -2.43)
S (-1.30, -2.21, -0.66)
O (0.12, -2.02, -0.28)
O (-1.91, -3.39, -0.09)
O (-2.02, -0.95, -0.41)
H (-0.97, 1.94, -4.56)
H (-1.23, -0.85, -5.40)
H (-1.41, -3.17, -6.21)
H (-1.52, -5.04, -4.58)
H (-1.49, -4.54, -2.15)
N (0.19, 6.75, 1.57)
C (-0.36, 5.80, 1.23)
C (-1.07, 4.62, 0.82)
C (-2.37, 4.70, 0.33)
C (-3.01, 3.55, -0.05)
C (-2.33, 2.34, 0.05)
N (-1.08, 2.27, 0.52)
C (-0.46, 3.38, 0.89)
H (-2.86, 5.67, 0.26)
H (-4.01, 3.56, -0.46)
H (-2.78, 1.41, -0.28)
H (0.56, 3.26, 1.26)

Results
- gap between HOMO and LUMO (alpha / beta) (eV) = 7.136 / 5.984
- energy relative to the best compared isomer or geometry (same formula, charge and spin) (eV) = 0.000
- highest occupied orbital energy (alpha / beta) (eV) = -5.201 / -6.217
- spin multiplicity = 5
- total charge = -1
- LUMO (alpha / beta) (eV) = 1.94 / -0.23

Charges per atom according to Mulliken partitioning, unit e: 0.807, -0.438, 0.568, -0.758, 0.528, -0.140, -0.519, 0.500, -0.824, 0.545, -0.255, -0.163, -0.524, 0.516, 0.512, -0.632, 1.159, -0.762, -0.727, -0.248, -0.467, -0.599, -0.519, -0.683, 0.468, 1.553, -0.673, -0.735, -0.646, 0.306, 0.514, 0.368, 0.371, 0.479, -0.510, -0.034, 0.125, -0.175, -0.889, -0.405, 0.280, -0.409, 0.474, 0.447, 0.696, 0.517



2.
Entry from OMol25: 2 unconnected molecules or ions with the total composition C2H4ClOP at a distorted geometry (the ωB97M-V functional and the def2-TZVPD basis).

Geometry (Å):
O (-3.47, -0.09, -1.34)
P (-2.09, -0.16, -1.90)
Cl (-1.93, -2.00, -2.79)
C (0.22, -0.51, 0.53)
C (0.58, 0.47, -0.26)
H (0.05, -0.38, 1.52)
H (-0.17, -1.43, 0.14)
H (0.64, 0.23, -1.42)
H (0.77, 1.52, -0.02)

Results
- gap between HOMO and LUMO (eV) = 9.410
- energy relative to the best compared isomer or geometry (same formula, charge and spin) (eV) = 0.830
- SMILES string = O=PCl.C=C
- highest occupied orbital energy (eV) = -10.300
- total charge = 0
- LUMO (eV) = -0.89

Charges per atom according to Mulliken partitioning, unit e: -0.415, 0.574, -0.190, -0.469, -0.507, 0.271, 0.244, 0.247, 0.245



3.
Entry from OMol25: 7 unconnected molecules or ions with the total composition C8H29O11P at a distorted geometry (the ωB97M-V functional and the def2-TZVPD basis).

Geometry (Å):
C (-0.35, 0.67, -0.46)
O (0.42, -0.52, -0.82)
C (-0.16, -1.71, -0.34)
O (-0.49, -2.60, -1.17)
P (-0.46, -2.14, 1.47)
O (-0.33, -0.98, 2.44)
O (-1.98, -2.87, 1.62)
O (0.69, -3.31, 1.94)
H (0.39, 1.53, -0.35)
H (-1.14, 0.96, -1.23)
H (-0.91, 0.58, 0.53)
H (-1.84, -3.79, 1.30)
H (0.35, -3.76, 2.74)
C (0.89, -0.62, 6.11)
O (0.47, -1.49, 5.07)
H (1.20, -1.23, 6.97)
H (1.74, -0.02, 5.77)
H (0.06, 0.03, 6.41)
H (0.20, -0.93, 4.32)
C (2.01, 3.63, 1.22)
O (1.35, 3.62, -0.04)
H (1.64, 2.80, 1.82)
H (3.09, 3.51, 1.07)
H (1.81, 4.57, 1.74)
H (1.70, 4.36, -0.55)
C (-2.35, 3.80, 1.64)
O (-2.63, 2.58, 0.97)
H (-1.75, 4.43, 0.99)
H (-3.29, 4.31, 1.88)
H (-1.80, 3.59, 2.56)
H (-3.17, 2.04, 1.56)
C (1.07, -1.00, -4.67)
O (-0.32, -1.24, -4.58)
H (1.39, -1.12, -5.70)
H (1.30, 0.01, -4.34)
H (1.61, -1.73, -4.04)
H (-0.56, -1.12, -3.65)
C (-4.01, -2.13, -5.21)
O (-3.44, -0.83, -5.18)
H (-4.94, -2.10, -5.77)
H (-3.31, -2.82, -5.69)
H (-4.21, -2.47, -4.19)
H (-2.62, -0.88, -4.67)
C (4.14, -0.70, 0.08)
O (3.03, 0.14, 0.35)
H (5.05, -0.20, 0.41)
H (4.03, -1.64, 0.61)
H (4.21, -0.89, -1.00)
H (2.24, -0.32, 0.04)

Results
- gap between HOMO and LUMO (eV) = 8.961
- energy relative to the best compared isomer or geometry (same formula, charge and spin) (eV) = 1.644
- SMILES string = COC(=O)P(=O)(O)O.CO.CO.CO.CO.CO.CO
- highest occupied orbital energy (eV) = -9.884
- total charge = 0
- LUMO (eV) = -0.92

Charges per atom according to Mulliken partitioning, unit e: -0.450, -0.268, 0.738, -0.510, 0.845, -0.728, -0.476, -0.526, 0.135, 0.241, 0.228, 0.340, 0.324, -0.517, -0.431, 0.210, 0.240, 0.239, 0.357, -0.524, -0.507, 0.173, 0.285, 0.303, 0.269, -0.543, -0.466, 0.196, 0.300, 0.237, 0.277, -0.562, -0.503, 0.252, 0.251, 0.235, 0.313, -0.503, -0.479, 0.224, 0.244, 0.231, 0.288, -0.592, -0.390, 0.225, 0.244, 0.251, 0.281



4.
Entry from OMol25: 2 unconnected molecules or ions with the total composition C5H15NSi at a distorted geometry (the ωB97M-V functional and the def2-TZVPD basis).

Geometry (Å):
C (-4.05, -0.23, 0.38)
C (3.65, -0.29, 0.53)
C (-3.29, -1.56, 0.25)
C (2.58, 0.23, -0.51)
C (-1.90, -1.25, -0.32)
N (2.62, 2.97, -0.31)
Si (1.51, 1.70, 0.18)
H (-4.99, -0.28, 0.76)
H (-3.42, 0.34, 1.17)
H (-4.31, 0.29, -0.60)
H (3.12, -1.05, 1.01)
H (4.47, -0.68, -0.10)
H (4.26, 0.37, 1.08)
H (-3.08, -1.93, 1.24)
H (-3.92, -2.22, -0.33)
H (2.03, -0.59, -0.82)
H (3.23, 0.73, -1.25)
H (-1.23, -2.14, -0.49)
H (-1.43, -0.47, 0.30)
H (2.56, 3.89, 0.04)
H (3.52, 2.99, -0.83)
H (-1.92, -0.84, -1.36)

Results
- gap between HOMO and LUMO (eV) = 8.537
- energy relative to the best compared isomer or geometry (same formula, charge and spin) (eV) = 1.946
- highest occupied orbital energy (eV) = -8.091
- total charge = 0
- LUMO (eV) = 0.45

Charges per atom according to Mulliken partitioning, unit e: -1.102, -1.136, -0.232, -0.610, -0.918, -0.348, -0.102, 0.386, 0.256, 0.269, 0.333, 0.287, 0.413, 0.239, 0.327, 0.498, 0.228, 0.294, 0.182, 0.210, 0.221, 0.306



5.
Entry from OMol25: a single C6H16N2 molecule at a distorted geometry (the ωB97M-V functional and the def2-TZVPD basis).

Geometry (Å):
C (-0.23, 2.78, -1.16)
C (-1.16, 2.41, 0.02)
N (-1.63, 1.01, 0.00)
C (-0.85, 0.13, 0.91)
C (-0.47, -1.22, 0.29)
N (0.91, -1.36, -0.22)
C (1.95, -0.92, 0.75)
C (1.23, -2.75, -0.54)
H (0.40, 1.90, -1.32)
H (-0.75, 3.12, -2.06)
H (0.52, 3.57, -1.04)
H (-0.69, 2.63, 0.97)
H (-2.10, 2.96, 0.04)
H (-1.77, 0.66, -0.93)
H (-1.62, -0.22, 1.59)
H (-0.02, 0.64, 1.36)
H (-1.12, -1.31, -0.58)
H (-0.74, -2.09, 0.93)
H (1.92, -1.50, 1.67)
H (1.79, 0.16, 0.93)
H (2.87, -1.01, 0.17)
H (2.08, -2.82, -1.23)
H (1.40, -3.31, 0.40)
H (0.45, -3.25, -1.11)

Results
- gap between HOMO and LUMO (eV) = 9.481
- energy relative to the best compared isomer or geometry (same formula, charge and spin) (eV) = 1.996
- SMILES string = CCNCCN(C)C
- highest occupied orbital energy (eV) = -8.362
- total charge = 0
- LUMO (eV) = 1.12

Charges per atom according to Mulliken partitioning, unit e: -0.946, -0.565, -0.321, -0.457, -0.712, -0.066, -1.085, -1.042, 0.263, 0.284, 0.321, 0.365, 0.365, 0.233, 0.139, 0.422, 0.305, 0.392, 0.354, 0.300, 0.407, 0.307, 0.395, 0.341



Which value of total charge does entry 2 give? 0



Please write out number 4 again, unchanged.
Entry from OMol25: 2 unconnected molecules or ions with the total composition C5H15NSi at a distorted geometry (the ωB97M-V functional and the def2-TZVPD basis).

Geometry (Å):
C (-4.05, -0.23, 0.38)
C (3.65, -0.29, 0.53)
C (-3.29, -1.56, 0.25)
C (2.58, 0.23, -0.51)
C (-1.90, -1.25, -0.32)
N (2.62, 2.97, -0.31)
Si (1.51, 1.70, 0.18)
H (-4.99, -0.28, 0.76)
H (-3.42, 0.34, 1.17)
H (-4.31, 0.29, -0.60)
H (3.12, -1.05, 1.01)
H (4.47, -0.68, -0.10)
H (4.26, 0.37, 1.08)
H (-3.08, -1.93, 1.24)
H (-3.92, -2.22, -0.33)
H (2.03, -0.59, -0.82)
H (3.23, 0.73, -1.25)
H (-1.23, -2.14, -0.49)
H (-1.43, -0.47, 0.30)
H (2.56, 3.89, 0.04)
H (3.52, 2.99, -0.83)
H (-1.92, -0.84, -1.36)

Results
- gap between HOMO and LUMO (eV) = 8.537
- energy relative to the best compared isomer or geometry (same formula, charge and spin) (eV) = 1.946
- highest occupied orbital energy (eV) = -8.091
- total charge = 0
- LUMO (eV) = 0.45

Charges per atom according to Mulliken partitioning, unit e: -1.102, -1.136, -0.232, -0.610, -0.918, -0.348, -0.102, 0.386, 0.256, 0.269, 0.333, 0.287, 0.413, 0.239, 0.327, 0.498, 0.228, 0.294, 0.182, 0.210, 0.221, 0.306



Which formula does entry 4 have? C5H15NSi